{"formula": "C2H7S3", "method": "the ωB97M-V functional and the def2-TZVPD basis", "energy_ev": -34694.26251, "homo_energy_ev": -2.246, "spin_multiplicity": 1, "gap_ha": 0.194, "e_lumo_ev": 3.03, "fmax_ev_per_a": 1.3, "e_above_lowest_kcal_mol": 13.0, "total_charge": -1, "species": ["C", "S", "H", "H", "H", "C", "S", "S", "H", "H", "H", "H"], "xyz": [[1.95630, 0.03078, -1.62535], [3.79203, 0.07842, -1.61321], [1.69570, -0.95836, -1.98198], [1.70627, 0.73039, -2.42051], [1.41526, 0.36061, -0.74619], [-3.29946, 1.05559, 0.89266], [-2.51786, -0.51425, 1.43962], [-0.59977, -0.21936, 0.70365], [-4.19506, 1.30186, 1.45820], [-2.55344, 1.84268, 0.95775], [-3.47730, 0.95120, -0.17919], [3.90517, 1.41555, -1.68905]], "atomic_forces_ev_per_a": [[0.5, 0.7, -1.1], [-0.2, 0.1, 0.4], [-0.2, -0.1, 0.4], [-0.3, -0.1, -0.1], [0.3, -0.4, 0.4], [0.6, -0.5, -0.5], [0.0, 0.6, 0.1], [-0.1, -0.2, 0.0], [-0.1, -0.1, 0.0], [0.1, 0.1, 0.4], [-0.4, 0.1, 0.0], [0.1, -0.1, 0.0]], "nbo_charge": [-0.700, -0.098, 0.223, 0.201, 0.258, -0.755, -0.048, -0.786, 0.190, 0.215, 0.194, 0.107]}

---

{"formula": "C20H27IrN2O", "method": "the ωB97M-V functional and the def2-TZVPD basis", "energy_ev": -29042.15487, "homo_energy_ev": [-7.154, -7.154], "spin_multiplicity": 1, "gap_ha": [0.277, 0.277], "e_lumo_ev": [0.37, 0.37], "fmax_ev_per_a": 1.4, "e_above_lowest_kcal_mol": 17.1, "total_charge": 0, "species": ["Ir", "N", "C", "C", "C", "C", "C", "C", "C", "C", "C", "C", "C", "C", "H", "H", "H", "H", "H", "H", "H", "H", "H", "H", "C", "C", "C", "O", "C", "H", "H", "H", "H", "H", "H", "H", "H", "C", "C", "C", "C", "N", "H", "H", "H", "H", "H", "H", "H", "H", "H"], "xyz": [[1.01117, 0.18380, 1.10529], [0.87734, 2.26716, 0.54176], [-0.31904, 3.08672, 0.59352], [-0.16226, 4.46891, 0.58042], [-1.25815, 5.30800, 0.64838], [-2.52559, 4.74841, 0.74978], [-2.67032, 3.37312, 0.76633], [-1.57674, 2.50449, 0.65721], [-1.83347, 1.03875, 0.61291], [-3.00250, 0.62197, -0.04069], [-3.44289, -0.68380, 0.04336], [-2.73280, -1.57860, 0.83456], [-1.54504, -1.18418, 1.42506], [-1.00707, 0.10988, 1.28295], [1.63231, 2.78227, 0.97807], [1.14972, 2.11621, -0.43345], [0.83775, 4.88531, 0.51680], [-1.12281, 6.38119, 0.63457], [-3.39928, 5.38295, 0.82475], [-3.65592, 2.94291, 0.88638], [-3.56500, 1.33705, -0.63115], [-4.34532, -0.99125, -0.46995], [-3.09948, -2.58806, 0.98088], [-1.00708, -1.89719, 2.03186], [1.12037, -0.66713, -3.78713], [-0.26704, -0.02415, -3.72965], [-0.15886, 0.91596, -2.52934], [0.93913, 0.43893, -1.72711], [1.48805, -0.74338, -2.31661], [1.82106, -0.02334, -4.32248], [1.11319, -1.64785, -4.26101], [-1.02703, -0.78515, -3.54477], [-0.52665, 0.50992, -4.64207], [-1.06444, 0.91887, -1.92611], [0.06783, 1.94113, -2.83620], [1.04521, -1.62056, -1.83871], [2.56031, -0.74019, -2.12512], [3.54817, -2.95055, 1.60674], [2.04779, -2.66941, 1.69426], [1.53411, -3.11236, 3.07298], [1.31312, -3.44983, 0.59708], [1.81257, -1.25882, 1.51358], [3.73240, -4.02545, 1.65566], [4.07550, -2.46619, 2.43009], [3.94758, -2.56427, 0.66766], [1.88541, -4.12251, 3.28750], [0.44583, -3.10612, 3.10942], [1.90408, -2.43698, 3.84610], [1.32013, -4.51413, 0.83680], [1.80400, -3.30568, -0.36653], [0.28065, -3.10680, 0.51537]], "atomic_forces_ev_per_a": [[-0.5, -0.1, 1.3], [-0.4, 0.1, -0.3], [0.3, 0.2, 0.1], [0.0, 0.0, 0.1], [0.0, 0.0, 0.0], [0.0, 0.0, 0.0], [0.0, 0.1, -0.1], [-0.1, -0.2, -0.2], [-0.2, 0.1, 0.3], [-0.1, 0.0, 0.2], [0.0, 0.0, 0.0], [0.0, 0.0, 0.2], [-0.1, 0.1, 0.3], [0.1, 0.2, -1.4], [0.1, -0.1, 0.0], [0.0, 0.0, 0.0], [0.0, 0.0, 0.0], [0.0, 0.0, 0.0], [0.0, 0.0, 0.0], [0.0, 0.0, 0.0], [0.0, 0.0, 0.0], [0.0, 0.0, 0.0], [0.0, 0.0, 0.0], [0.1, -0.1, -0.1], [0.0, 0.0, 0.0], [0.0, 0.0, 0.0], [0.1, -0.1, -0.1], [-0.1, 0.3, -0.3], [0.0, 0.0, 0.1], [0.0, 0.0, 0.0], [0.0, 0.0, 0.0], [0.0, 0.0, 0.0], [0.0, 0.0, 0.0], [0.0, 0.0, 0.1], [0.0, 0.0, 0.0], [0.0, 0.0, 0.0], [0.0, 0.0, 0.0], [0.0, 0.1, 0.0], [-0.2, -0.4, 0.3], [0.0, 0.3, 0.0], [-0.1, 0.2, 0.0], [1.1, -0.6, -0.3], [0.0, 0.0, 0.0], [0.0, 0.0, 0.0], [0.0, 0.0, 0.0], [0.0, 0.0, 0.0], [0.0, 0.0, 0.0], [0.0, 0.0, 0.0], [0.0, 0.0, 0.0], [0.0, 0.0, 0.0], [0.0, -0.1, 0.0]], "nbo_charge": [0.644, -0.834, 0.114, -0.234, -0.209, -0.213, -0.201, 0.033, -0.138, -0.223, -0.234, -0.249, -0.170, -0.246, 0.402, 0.427, 0.208, 0.216, 0.216, 0.219, 0.208, 0.209, 0.208, 0.191, -0.429, -0.431, -0.080, -0.576, -0.064, 0.203, 0.219, 0.210, 0.219, 0.203, 0.170, 0.177, 0.196, -0.599, 0.029, -0.600, -0.606, -0.495, 0.204, 0.214, 0.212, 0.209, 0.209, 0.220, 0.212, 0.206, 0.225]}

---

{"formula": "C48H56BF4N2PSSbV", "method": "the ωB97M-V functional and the def2-TZVPD basis", "energy_ev": -117572.39169, "s2": 3.76, "homo_energy_ev": [-3.988, -4.418], "spin_multiplicity": 4, "gap_ha": [0.235, 0.251], "e_lumo_ev": [2.42, 2.42], "fmax_ev_per_a": 0.7, "e_above_lowest_kcal_mol": 6.2, "total_charge": -1, "species": ["V", "C", "C", "C", "P", "C", "C", "C", "C", "C", "C", "C", "C", "C", "C", "N", "C", "C", "C", "C", "C", "C", "C", "C", "C", "H", "H", "H", "H", "H", "H", "H", "H", "H", "H", "H", "H", "H", "H", "H", "H", "H", "H", "H", "H", "H", "H", "H", "H", "H", "H", "H", "H", "H", "H", "H", "S", "C", "C", "C", "C", "C", "N", "H", "H", "H", "H", "C", "C", "C", "C", "C", "C", "C", "Sb", "C", "C", "C", "C", "C", "C", "C", "C", "C", "C", "C", "C", "C", "C", "H", "H", "H", "H", "H", "H", "H", "H", "H", "H", "H", "H", "H", "H", "H", "H", "H", "H", "H", "H", "H", "F", "B", "F", "F", "F"], "xyz": [[0.14760, -0.86256, 0.34331], [-3.75503, -1.71144, 2.06768], [-3.72896, -1.41123, 0.57170], [-5.00023, -1.90682, -0.12503], [-2.11732, -1.91633, -0.16054], [-2.37757, -1.97920, -2.01215], [-2.61432, -3.38062, -2.56285], [-1.17823, -1.35704, -2.72817], [-1.77043, -3.62393, 0.31270], [-2.71737, -4.62217, 0.51368], [-2.38148, -5.93079, 0.82065], [-3.42983, -6.97833, 1.06765], [-1.01968, -6.22342, 0.89618], [-0.04633, -5.26747, 0.70526], [-0.38170, -3.91659, 0.43265], [0.56483, -2.93392, 0.26941], [1.89952, -3.41401, 0.28784], [2.60210, -3.46826, 1.49488], [1.95644, -2.98800, 2.76070], [3.89953, -3.95808, 1.50253], [4.52240, -4.39506, 0.33809], [5.94821, -4.87038, 0.36552], [3.80450, -4.34273, -0.84680], [2.50005, -3.86160, -0.89017], [1.76615, -3.79597, -2.19883], [-4.54769, -1.12715, 2.54061], [-2.81032, -1.45611, 2.55101], [-3.95523, -2.76768, 2.25219], [-3.72410, -0.31781, 0.45841], [-5.04321, -2.98936, -0.23000], [-5.12482, -1.47717, -1.11870], [-5.87136, -1.60572, 0.46317], [-3.27122, -1.37525, -2.20760], [-1.76089, -4.02922, -2.36191], [-2.75726, -3.33080, -3.64536], [-3.48802, -3.86277, -2.12376], [-0.25866, -1.89842, -2.48695], [-1.01442, -0.31942, -2.46107], [-1.30992, -1.41414, -3.81252], [-3.76950, -4.37984, 0.42300], [-4.42552, -6.59120, 0.84646], [-3.43591, -7.31706, 2.10711], [-3.27608, -7.86212, 0.44399], [-0.71040, -7.24156, 1.11504], [0.99443, -5.54876, 0.77614], [0.97640, -3.44655, 2.91218], [1.80211, -1.90496, 2.73249], [2.58405, -3.21350, 3.62347], [4.44630, -3.98516, 2.43966], [6.63176, -4.05290, 0.60370], [6.24736, -5.27748, -0.60068], [6.09773, -5.64784, 1.11789], [4.26992, -4.67593, -1.76903], [2.23010, -4.45845, -2.93113], [1.79114, -2.77792, -2.59447], [0.71869, -4.07794, -2.09072], [-0.56582, 0.31286, 2.44839], [-1.57955, 1.20491, 1.38539], [-2.60226, 2.07233, 1.80153], [-3.33826, 2.74935, 0.86008], [-3.07008, 2.56370, -0.49465], [-2.04439, 1.70000, -0.82804], [-1.30855, 1.04123, 0.06892], [-2.79461, 2.19535, 2.85756], [-4.12520, 3.42583, 1.17191], [-3.61817, 3.08383, -1.26702], [-1.78279, 1.54571, -1.86741], [1.82023, 7.03923, 1.53507], [0.73616, 6.83772, 0.51129], [0.07731, 7.97391, 0.03753], [-0.93072, 7.89634, -0.90419], [-1.30255, 6.65323, -1.39512], [-0.65761, 5.52305, -0.92612], [0.36713, 5.58230, 0.01933], [1.12838, 3.57007, 0.39809], [2.66098, 3.77657, 1.85122], [3.97753, 3.41932, 1.58196], [4.93019, 3.39993, 2.58903], [4.56458, 3.72752, 3.88416], [3.24492, 4.04203, 4.16847], [2.27841, 4.05184, 3.17082], [0.83858, 4.30626, 3.52468], [2.12365, 3.60584, -1.50058], [1.62956, 2.63005, -2.36085], [2.11739, 2.47252, -3.64908], [3.13119, 3.30132, -4.08968], [3.62248, 4.28845, -3.24910], [3.12799, 4.46614, -1.96162], [3.64651, 5.61494, -1.14697], [2.32608, 7.99186, 1.36937], [2.56709, 6.25119, 1.50932], [1.41378, 7.05858, 2.54909], [0.37905, 8.94342, 0.41964], [-1.41697, 8.79778, -1.25636], [-2.08458, 6.56252, -2.13850], [-0.96239, 4.55924, -1.32186], [4.25989, 3.12601, 0.57817], [5.94908, 3.11581, 2.35964], [5.30067, 3.71530, 4.67821], [2.95471, 4.26863, 5.18842], [0.25962, 3.37878, 3.45324], [0.36609, 5.03370, 2.86131], [0.75087, 4.68096, 4.54513], [0.86450, 1.94271, -2.00895], [1.72687, 1.68804, -4.28493], [3.55063, 3.17975, -5.08096], [4.41103, 4.94396, -3.60251], [4.55628, 6.02250, -1.58858], [3.87007, 5.33651, -0.11961], [2.90380, 6.41584, -1.10492], [3.49662, 1.05326, -0.63401], [2.97143, -0.16395, -0.26238], [3.93687, -1.12096, -0.11178], [1.96364, -0.59467, -1.20203], [2.19080, -0.01058, 0.93506]], "atomic_forces_ev_per_a": [[-0.3, 0.3, 0.1], [0.0, -0.1, 0.1], [-0.2, 0.2, -0.2], [-0.1, 0.0, 0.0], [0.7, -0.3, 0.0], [-0.1, 0.1, 0.0], [-0.2, -0.1, 0.0], [0.1, -0.2, -0.1], [0.2, 0.0, 0.1], [-0.1, -0.1, 0.0], [0.0, 0.1, 0.0], [-0.1, -0.1, 0.0], [0.0, -0.1, 0.0], [-0.1, 0.0, 0.0], [0.1, 0.3, -0.1], [-0.2, -0.1, 0.1], [0.0, 0.0, 0.0], [0.1, 0.0, 0.0], [-0.1, 0.1, 0.1], [0.0, 0.0, -0.1], [-0.1, 0.1, 0.0], [0.1, -0.1, 0.0], [0.0, 0.0, 0.1], [0.1, 0.0, 0.1], [0.0, 0.0, 0.0], [0.0, 0.0, 0.0], [0.0, 0.0, 0.0], [0.0, 0.0, 0.0], [0.1, -0.1, 0.0], [0.0, 0.0, 0.0], [0.1, 0.0, 0.0], [0.0, 0.0, 0.0], [0.1, 0.1, 0.0], [0.0, 0.0, 0.0], [0.0, 0.0, 0.0], [0.0, 0.0, 0.0], [-0.1, 0.0, 0.0], [0.0, 0.2, 0.1], [0.0, 0.0, 0.0], [0.0, 0.0, 0.0], [0.0, 0.0, 0.0], [0.0, 0.0, 0.0], [0.0, 0.0, 0.0], [0.0, 0.0, 0.0], [0.0, 0.0, 0.0], [0.0, 0.0, 0.0], [0.0, 0.0, 0.0], [0.0, 0.0, 0.0], [0.0, 0.0, 0.0], [0.0, 0.0, 0.0], [0.0, 0.0, 0.0], [0.0, 0.0, 0.0], [0.0, 0.0, 0.0], [0.0, 0.0, 0.0], [0.0, 0.0, 0.0], [0.0, 0.0, 0.0], [-0.1, -0.2, 0.3], [0.3, 0.0, -0.1], [-0.1, 0.0, 0.0], [-0.1, 0.1, 0.0], [0.1, -0.1, -0.1], [0.0, 0.1, 0.0], [0.1, 0.0, 0.0], [0.0, 0.0, 0.0], [0.0, 0.0, 0.0], [0.0, 0.0, 0.0], [0.0, 0.0, -0.1], [0.1, 0.0, 0.1], [0.0, 0.0, 0.1], [0.0, 0.1, 0.0], [-0.1, 0.0, -0.1], [0.0, 0.1, 0.0], [-0.1, -0.1, -0.1], [0.1, 0.0, 0.2], [-0.4, 0.1, -0.3], [0.2, 0.0, 0.2], [0.0, 0.0, -0.1], [0.1, 0.0, 0.0], [0.1, 0.0, 0.0], [0.0, 0.0, 0.1], [0.0, 0.0, 0.0], [-0.1, 0.0, 0.1], [0.2, -0.2, 0.0], [-0.1, -0.2, 0.0], [0.0, -0.1, 0.0], [0.1, 0.0, 0.0], [0.0, 0.0, -0.1], [-0.1, 0.1, 0.0], [0.0, 0.1, 0.1], [0.0, 0.0, 0.0], [0.0, 0.0, 0.0], [0.0, 0.0, 0.0], [0.0, 0.0, 0.0], [0.0, 0.0, 0.0], [0.0, 0.0, 0.0], [0.0, 0.0, 0.0], [0.0, 0.0, 0.0], [0.0, 0.0, 0.0], [0.0, 0.0, 0.0], [0.0, 0.0, 0.0], [0.0, 0.0, 0.0], [0.0, 0.0, 0.0], [0.0, 0.0, 0.0], [0.1, 0.0, 0.0], [0.0, 0.0, 0.0], [0.0, 0.0, 0.0], [0.0, 0.0, 0.0], [0.0, 0.0, 0.0], [0.0, -0.1, 0.0], [0.0, 0.0, 0.0], [0.0, 0.2, 0.0], [-0.1, -0.1, 0.0], [0.1, 0.0, 0.0], [-0.2, 0.0, -0.3], [-0.2, -0.2, 0.1]], "mulliken_charge": [0.768, -1.706, 1.530, -1.426, 0.984, 0.526, -1.707, -0.874, -0.337, 0.283, 0.372, -1.686, -1.184, -0.437, -0.600, 1.527, -0.691, 1.895, -1.475, -1.109, 0.976, -1.702, -1.247, 0.836, -1.211, 0.479, 0.283, 0.332, -0.392, 0.140, 0.338, 0.501, 0.638, 0.213, 0.489, 0.324, -0.095, -0.458, 0.648, 0.045, 0.371, 0.308, 0.340, 0.355, 0.428, 0.176, 0.066, 0.486, 0.325, 0.295, 0.387, 0.350, 0.280, 0.508, 0.112, -0.060, -0.573, 0.705, -1.221, -0.534, -1.090, -0.470, 1.326, 0.539, 0.422, 0.496, 0.257, -1.459, 1.382, -0.606, -0.623, -0.914, -0.834, 0.447, 0.651, 0.659, -0.593, -0.896, -0.696, -0.753, 1.053, -1.566, 0.479, -0.859, -0.798, -0.754, -0.807, 0.950, -1.112, 0.498, -0.048, 0.399, 0.397, 0.358, 0.442, 0.266, 0.513, 0.421, 0.371, 0.382, 0.172, 0.220, 0.455, 0.417, 0.447, 0.362, 0.360, 0.443, 0.066, 0.183, -0.073, 0.395, -0.187, -0.433, -0.551]}

---

{"formula": "CH7N2", "method": "the ωB97M-V functional and the def2-TZVPD basis", "energy_ev": -4128.05610, "s2": 0.75, "homo_energy_ev": [-5.093, -9.307], "spin_multiplicity": 2, "gap_ha": [0.210, 0.364], "e_lumo_ev": [0.63, 0.61], "fmax_ev_per_a": 3.8, "e_above_lowest_kcal_mol": 21.2, "total_charge": 0, "species": ["N", "H", "H", "H", "H", "C", "N", "H", "H", "H"], "xyz": [[0.84667, 1.47876, 0.63583], [1.83778, 1.54062, 0.45919], [0.72896, 1.33375, 1.63318], [0.55298, 2.39029, 0.33047], [0.19338, 0.38682, 0.09434], [-0.34193, -1.51342, -0.72226], [-0.74789, -0.32287, -0.17037], [-0.93194, -2.41602, -0.74412], [0.61415, -1.59125, -1.22924], [-1.32352, -0.30905, 0.65317]], "atomic_forces_ev_per_a": [[1.9, 1.1, 0.5], [0.5, -0.4, 0.1], [-0.1, 0.4, 0.0], [-0.8, 0.3, 0.2], [-3.1, -1.8, -1.1], [0.0, -0.8, 0.0], [2.6, 1.4, 0.0], [-0.3, 0.1, 0.2], [-0.1, 0.4, 0.0], [-0.5, -0.6, 0.1]], "nbo_charge": [-1.000, 0.380, 0.387, 0.388, 0.402, -0.318, -0.878, 0.152, 0.144, 0.343]}